ORCA calculation (ωB97M-V/def2-TZVPD) on a structure of composition C56H48MnN2P3SSi.

LUMO level (alpha / beta)   -6.6 / -6.1 eV
<S²>   6.3209
ΔE to the lowest compared entry with this formula, charge and spin   57.4 kcal per mole
Net charge   +2
Electronic energy   -139718.727 eV
Spin multiplicity   5
Highest occupied orbital energy (alpha / beta)   -11.97 / -12.97 eV

Each line ends with the Löwdin charge.
CARTESIAN COORDINATES (ANGSTROEM)
Mn 0.0426 -0.1392 -0.0822  0.251
C 0.5208 -5.2937 -4.1803  -0.051
C -0.6477 -4.6793 -4.6097  -0.052
C -1.1451 -3.5775 -3.9352  -0.079
C -0.4495 -3.0519 -2.8446  -0.340
C 0.7097 -3.6872 -2.4083  -0.110
C 1.1897 -4.8079 -3.0702  -0.059
P -1.1436 -1.8119 -1.7212  1.061
C -2.3273 -2.8826 -0.8181  -0.346
C -3.7016 -2.8854 -1.0555  -0.073
C -4.5172 -3.8202 -0.4347  -0.058
C -3.9727 -4.7674 0.4171  -0.058
C -2.6021 -4.7920 0.6330  -0.060
C -1.7868 -3.8610 0.0140  -0.119
C -2.2836 -0.6691 -2.6132  -0.383
C -2.4702 -0.6403 -3.9865  -0.067
C -3.5356 0.0731 -4.5308  -0.037
C -4.4109 0.7703 -3.7158  -0.056
C -4.1436 0.8623 -2.3575  -0.090
C -3.0736 0.1716 -1.7903  -0.383
Si -2.3727 0.4818 -0.1012  0.843
C -2.7220 2.2830 0.2632  -0.384
C -3.8489 2.8436 0.8602  -0.090
C -3.9355 4.2169 1.0426  -0.050
C -2.9114 5.0443 0.6002  -0.041
C -1.7889 4.5040 -0.0081  -0.074
C -1.6736 3.1226 -0.1373  -0.422
P -0.3133 2.3062 -1.0378  1.036
C -0.6555 2.7583 -2.7699  -0.316
C -1.9431 3.1244 -3.1461  -0.090
C -2.2106 3.4928 -4.4549  -0.060
C -1.1972 3.5042 -5.3996  -0.054
C 0.0939 3.1537 -5.0258  -0.058
C 0.3644 2.7862 -3.7196  -0.078
C 1.2895 3.0365 -0.5958  -0.382
C 1.4012 4.0374 0.3687  -0.115
C 2.6403 4.5831 0.6688  -0.048
C 3.7767 4.1393 0.0095  -0.052
C 3.6776 3.1289 -0.9343  -0.063
C 2.4458 2.5700 -1.2224  -0.140
C 0.4436 -1.6462 1.2627  -0.286
C -0.3030 -2.3597 2.1905  -0.120
C 0.3800 -3.1567 3.1023  -0.073
C 1.7741 -3.1757 3.1546  -0.065
C 2.5185 -2.4214 2.2581  -0.070
C 1.8298 -1.7107 1.2725  -0.406
P 2.5381 -0.6354 -0.0159  1.062
C 3.9796 0.1993 0.6994  -0.349
C 5.2194 0.1286 0.0712  -0.080
C 6.3087 0.8017 0.6053  -0.059
C 6.1668 1.5479 1.7648  -0.059
C 4.9288 1.6260 2.3891  -0.067
C 3.8391 0.9613 1.8587  -0.109
C 3.2046 -1.6796 -1.3256  -0.409
C 3.9438 -2.8328 -1.0634  -0.084
C 4.5044 -3.5478 -2.1071  -0.062
C 4.3371 -3.1140 -3.4169  -0.059
C 3.5993 -1.9732 -3.6868  -0.057
C 3.0301 -1.2602 -2.6416  -0.106
H 0.8947 -6.1640 -4.7005  0.115
H -1.1877 -5.0762 -5.4562  0.115
H -2.0963 -3.1689 -4.2412  0.099
H 1.2377 -3.3211 -1.5391  0.079
H 2.0840 -5.2966 -2.7136  0.108
H -4.1510 -2.1725 -1.7289  0.100
H -5.5797 -3.8153 -0.6301  0.113
H -4.6099 -5.4969 0.8954  0.113
H -2.1651 -5.5466 1.2712  0.113
H -0.7147 -3.9224 0.1578  0.097
H -1.8105 -1.1834 -4.6458  0.101
H -3.6834 0.0659 -5.6019  0.121
H -5.2578 1.2861 -4.1435  0.119
H -4.7602 1.5002 -1.7373  0.111
H -4.6747 2.2191 1.1765  0.109
H -4.8103 4.6461 1.5071  0.116
H -2.9927 6.1160 0.7159  0.118
H -1.0248 5.1636 -0.3965  0.119
H -2.7397 3.1626 -2.4155  0.099
H -3.2133 3.7883 -4.7293  0.116
H -1.4062 3.8029 -6.4163  0.114
H 0.8969 3.1802 -5.7483  0.114
H 1.3855 2.5431 -3.4551  0.084
H 0.5323 4.3794 0.9104  0.086
H 2.7118 5.3585 1.4173  0.116
H 4.7394 4.5725 0.2393  0.117
H 4.5631 2.7647 -1.4339  0.116
H 2.3950 1.7593 -1.9395  0.070
H -1.3835 -2.3208 2.1994  0.109
H -0.1832 -3.7545 3.8070  0.118
H 2.2729 -3.7797 3.8995  0.116
H 3.6003 -2.3995 2.3044  0.118
H 5.3485 -0.4449 -0.8367  0.105
H 7.2677 0.7354 0.1134  0.114
H 7.0194 2.0653 2.1807  0.114
H 4.8108 2.2145 3.2881  0.113
H 2.8688 1.0607 2.3303  0.039
H 4.0908 -3.1690 -0.0452  0.108
H 5.0802 -4.4390 -1.9021  0.117
H 4.7820 -3.6727 -4.2276  0.117
H 3.4616 -1.6423 -4.7056  0.114
H 2.4423 -0.3747 -2.8555  0.090
C 0.3844 -0.7290 5.4227  -0.043
N 0.6761 -0.1219 4.1416  -0.011
C -0.1484 0.6715 3.4821  -0.759
N -1.3432 0.9650 4.0061  0.156
S 0.3023 1.4095 1.9964  0.752
H 1.2301 -1.3440 5.7104  0.099
H -0.5001 -1.3636 5.3578  0.095
H 0.2412 0.0344 6.1901  0.102
H 1.5443 -0.3463 3.6762  0.111
H -1.6092 0.6992 4.9399  0.112
H -1.9118 1.6369 3.5173  0.102

ORCA calculation (ωB97M-V/def2-TZVPD) on a cluster of 10 separate species, C56H49Br2N9O18 in total at a distorted geometry.

SMILES   O=[N+]([O-])c1ccccc1.O=[N+]([O-])c1ccccc1.O=[N+]([O-])c1ccccc1.O=[N+]([O-])c1ccccc1.O=[N+]([O-])c1ccccc1.O=[N+]([O-])c1ccccc1.O=[N+]([O-])c1ccccc1.O=[N+]([O-])c1ccccc1.O=[N+]([O-])c1ccccc1.BrCCBr
LUMO level   -1.1 eV
ΔE to the lowest compared entry with this formula, charge and spin   26.9 kcal per mole
Net charge   0
Electronic energy   -249192.738 eV
Highest occupied orbital energy   -9.85 eV

Each line ends with the Löwdin charge.
CARTESIAN COORDINATES (ANGSTROEM)
Br 2.1309 -17.0112 11.0625  0.591
C 0.1517 -17.1695 10.7189  -0.616
C -0.4422 -17.4027 12.0687  -0.712
Br -2.4083 -17.5460 11.9934  0.691
H 0.0163 -18.0603 10.1116  0.059
H -0.1882 -16.2710 10.2190  0.050
H -0.3023 -16.5426 12.7205  0.047
H -0.0157 -18.2562 12.5870  0.028
C -5.6385 -15.8457 13.8621  -0.054
C -6.6270 -16.0777 14.8241  -0.042
C -6.2965 -16.3142 16.1455  0.004
C -4.9719 -16.2369 16.5505  -0.142
C -4.0075 -15.8409 15.6378  -0.016
C -4.3338 -15.6686 14.3040  -0.099
N -4.5896 -16.4462 17.9444  -0.333
O -3.4257 -16.5186 18.2458  0.055
O -5.5003 -16.5462 18.7358  0.070
H -5.8437 -15.7629 12.8038  0.091
H -7.6671 -16.2118 14.5684  0.095
H -7.0836 -16.5193 16.8575  0.105
H -2.9997 -15.6406 15.9800  0.112
H -3.5409 -15.4248 13.6114  0.064
C -2.6311 -18.6363 22.5602  -0.071
C -3.2150 -18.5402 23.8182  -0.072
C -4.5697 -18.2894 23.9849  -0.005
C -5.3395 -18.1518 22.8574  -0.140
C -4.7837 -18.1425 21.5845  0.000
C -3.4235 -18.3946 21.4360  -0.074
N -6.8072 -18.0006 22.9534  -0.353
O -7.2974 -18.0682 24.0534  0.094
O -7.4173 -17.7583 21.9391  0.072
H -1.5777 -18.8441 22.4362  0.110
H -2.5554 -18.7853 24.6420  0.112
H -5.0109 -18.2380 24.9700  0.126
H -5.3390 -17.9532 20.6781  0.091
H -2.9856 -18.4930 20.4523  0.100
C -5.4235 -12.4675 13.0087  -0.069
C -6.5560 -11.7228 13.1838  -0.054
C -6.4918 -10.4084 13.6804  0.013
C -5.2495 -9.8372 13.9127  -0.153
C -4.0896 -10.5973 13.7425  -0.037
C -4.1824 -11.9104 13.3431  -0.066
N -5.1499 -8.4112 14.2595  -0.361
O -4.0415 -7.9337 14.3369  0.087
O -6.1847 -7.8030 14.4089  0.084
H -5.4772 -13.4479 12.5614  0.069
H -7.5403 -12.0677 12.8953  0.110
H -7.3517 -9.7941 13.9085  0.118
H -3.1122 -10.1821 13.9475  0.124
H -3.2824 -12.4906 13.1857  0.110
C -3.0842 -12.5105 17.4194  -0.059
C -3.7568 -11.3604 17.0815  -0.058
C -3.8193 -10.2789 17.9585  0.015
C -3.2179 -10.3925 19.1956  -0.146
C -2.6627 -11.5986 19.5783  -0.005
C -2.4969 -12.6333 18.6833  -0.050
N -3.2516 -9.2561 20.1115  -0.366
O -3.3813 -8.1527 19.6559  0.100
O -3.0738 -9.5101 21.2854  0.082
H -3.0493 -13.2969 16.6744  0.091
H -4.2242 -11.2368 16.1162  0.079
H -4.3339 -9.3703 17.6761  0.122
H -2.2828 -11.7582 20.5801  0.120
H -1.9571 -13.5274 18.9493  0.089
C -12.6017 -18.2535 10.8309  -0.066
C -12.4828 -18.7966 12.1074  -0.062
C -11.2670 -18.7757 12.7499  -0.007
C -10.1609 -18.1953 12.1427  -0.136
C -10.2766 -17.6591 10.8504  0.004
C -11.5063 -17.6628 10.2181  -0.070
N -8.8816 -18.0748 12.8415  -0.343
O -7.9914 -17.4321 12.3204  0.071
O -8.7648 -18.6951 13.8834  0.075
H -13.5136 -18.3104 10.2511  0.109
H -13.3647 -19.1384 12.6312  0.112
H -11.1600 -19.1323 13.7666  0.120
H -9.4040 -17.1734 10.4360  0.115
H -11.6750 -17.1374 9.2881  0.109
C -3.6590 -11.2269 7.3519  -0.074
C -4.9227 -11.6788 7.6657  -0.068
C -5.0671 -12.7548 8.5047  -0.007
C -3.9494 -13.4566 8.9203  -0.150
C -2.6933 -13.1102 8.4454  0.002
C -2.5282 -11.9444 7.6940  -0.053
N -4.1029 -14.6289 9.7768  -0.336
O -5.0832 -14.6554 10.5026  0.055
O -3.2781 -15.5137 9.7054  0.033
H -3.5237 -10.3482 6.7307  0.112
H -5.7830 -11.1538 7.2736  0.114
H -6.0489 -13.0426 8.8587  0.122
H -1.8445 -13.7275 8.7088  0.116
H -1.5133 -11.6120 7.5333  0.111
C -2.6357 -20.3084 15.9308  -0.053
C -1.5733 -20.6727 15.1032  -0.060
C -0.4710 -19.8376 14.9940  -0.016
C -0.4102 -18.6601 15.7393  -0.142
C -1.4559 -18.3050 16.5733  -0.009
C -2.5632 -19.1320 16.6672  -0.063
N 0.7731 -17.7942 15.6461  -0.347
O 0.9248 -16.9804 16.5422  0.077
O 1.5488 -17.9598 14.7281  0.065
H -3.4781 -20.9768 16.0489  0.108
H -1.5701 -21.6123 14.5704  0.109
H 0.3542 -20.1905 14.3903  0.121
H -1.4599 -17.4242 17.1997  0.101
H -3.3662 -18.8570 17.3357  0.093
C -0.8811 -14.9689 21.3817  -0.074
C 0.0081 -14.6977 22.3938  -0.071
C -0.4005 -14.6487 23.7161  -0.002
C -1.7127 -14.9259 24.0159  -0.139
C -2.6346 -15.2354 23.0136  -0.006
C -2.1886 -15.3441 21.7161  -0.071
N -2.1389 -14.9421 25.4287  -0.352
O -3.3083 -15.1771 25.6448  0.077
O -1.3125 -14.6824 26.2760  0.082
H -0.5327 -15.0165 20.3592  0.104
H 1.0268 -14.5199 22.0680  0.111
H 0.3028 -14.5150 24.5269  0.121
H -3.6676 -15.3744 23.3002  0.119
H -2.9007 -15.5146 20.9173  0.097
C -7.8411 -18.8265 18.0433  -0.064
C -8.1532 -20.0395 17.4249  -0.056
C -9.4324 -20.5661 17.5601  -0.002
C -10.2805 -20.0835 18.5666  -0.141
C -9.9185 -18.9362 19.2614  -0.001
C -8.7303 -18.3204 18.9779  -0.074
N -11.5118 -20.7941 18.8822  -0.358
O -11.8281 -21.7381 18.1881  0.076
O -12.1887 -20.3512 19.7937  0.078
H -6.9027 -18.2915 17.9683  0.070
H -7.5813 -20.4508 16.6027  0.106
H -9.6706 -21.4868 17.0462  0.115
H -10.6267 -18.4742 19.9352  0.125
H -8.5442 -17.3992 19.5164  0.108

ORCA calculation (ωB97M-V/def2-TZVPD) on a structure of composition C56H50N7Sb2Ti at a distorted geometry.

LUMO level (alpha / beta)   2.2 / 2.2 eV
ΔE to the lowest compared entry with this formula, charge and spin   50.0 kcal per mole
Net charge   -1
Electronic energy   -105504.318 eV
Highest occupied orbital energy (alpha / beta)   -3.16 / -3.15 eV

Each line ends with the Löwdin charge.
CARTESIAN COORDINATES (ANGSTROEM)
Ti 0.8735 -0.8115 1.2574  0.725
C -1.5904 -0.0180 4.4243  -0.034
C -0.1638 0.3940 4.1594  -0.342
C 0.3849 1.4586 4.8255  -0.069
C 1.7598 1.7616 4.6438  -0.093
C 2.5433 0.8904 3.9497  -0.044
C 1.9452 -0.2413 3.3382  -0.272
N 0.5546 -0.3859 3.3177  0.017
C 2.6729 -1.3645 2.8318  -0.263
C 4.0342 -1.6322 3.0514  -0.011
C 4.5498 -2.8161 2.5842  -0.077
C 3.7179 -3.7445 1.9443  -0.031
C 2.3850 -3.4562 1.7227  -0.216
N 1.8871 -2.2361 2.1063  -0.013
C 1.4622 -4.4569 1.1932  -0.223
C 1.9279 -5.5798 0.4976  -0.032
C 1.0407 -6.5615 0.1204  -0.068
C -0.2832 -6.4508 0.5154  -0.038
C -0.6703 -5.3214 1.2268  -0.331
C -2.0539 -5.2682 1.8188  -0.049
N 0.1577 -4.3142 1.5039  0.172
H -1.7324 -0.1524 5.4973  0.080
H -2.2986 0.7406 4.0879  0.067
H -1.8045 -0.9640 3.9330  0.063
H -0.2278 2.0454 5.4973  0.098
H 2.1844 2.6496 5.0942  0.101
H 3.6093 1.0490 3.8522  0.110
H 4.6492 -0.9339 3.6001  0.111
H 5.5905 -3.0547 2.7608  0.101
H 4.1033 -4.7143 1.6655  0.099
H 2.9699 -5.6447 0.2181  0.108
H 1.3673 -7.4146 -0.4587  0.108
H -1.0022 -7.2245 0.2825  0.109
H -2.1608 -6.0730 2.5506  0.078
H -2.2037 -4.3181 2.3256  0.063
H -2.8232 -5.3988 1.0600  0.069
C -0.9980 1.8767 0.9676  -0.376
C -2.2989 1.1036 1.1466  -0.380
C -2.1168 -0.4199 1.0765  -0.401
Sb -3.0729 -1.6414 -0.5116  1.477
C -2.6116 -1.1421 -2.5731  -0.432
C -3.0532 -0.0207 -3.2658  -0.185
C -2.6759 0.1831 -4.5840  -0.082
C -1.8670 -0.7422 -5.2297  -0.088
C -1.4911 -1.9023 -4.5716  -0.080
C -1.8786 -2.1021 -3.2530  -0.166
C -4.9197 -0.5154 -0.5585  -0.394
C -5.3571 0.2901 0.4889  -0.133
C -6.5712 0.9601 0.4102  -0.089
C -7.3802 0.8070 -0.7053  -0.102
C -6.9787 -0.0340 -1.7349  -0.093
C -5.7580 -0.6870 -1.6597  -0.155
Sb -0.5170 1.5700 -1.1574  1.577
C 1.2682 2.4987 -1.9604  -0.379
C 1.4847 3.8367 -2.2673  -0.125
C 2.6705 4.2369 -2.8708  -0.096
C 3.6425 3.3017 -3.1923  -0.095
C 3.4143 1.9576 -2.9374  -0.080
C 2.2304 1.5645 -2.3345  -0.165
C -1.8726 3.3045 -1.4034  -0.336
C -1.5420 4.5802 -0.9433  -0.150
C -2.4552 5.6246 -0.9872  -0.096
C -3.7447 5.4071 -1.4535  -0.110
C -4.1131 4.1350 -1.8607  -0.094
C -3.1802 3.1050 -1.8414  -0.137
H -0.2080 1.4723 1.5926  -0.002
H -1.1458 2.9308 1.1978  0.060
H -3.0097 1.4434 0.3861  0.062
H -2.7379 1.3672 2.1140  0.089
H -2.5505 -0.8980 1.9547  0.026
H -1.0259 -0.6959 1.1153  -0.027
H -3.7156 0.6854 -2.7866  0.057
H -3.0169 1.0678 -5.1085  0.104
H -1.5570 -0.5717 -6.2530  0.099
H -0.9060 -2.6597 -5.0777  0.103
H -1.6165 -3.0241 -2.7521  0.071
H -4.7549 0.3948 1.3833  0.085
H -6.8886 1.6012 1.2238  0.100
H -8.3231 1.3356 -0.7700  0.096
H -7.6194 -0.1847 -2.5953  0.099
H -5.4470 -1.3417 -2.4665  0.095
H 0.7270 4.5786 -2.0567  0.070
H 2.8319 5.2856 -3.0925  0.095
H 4.5699 3.6197 -3.6528  0.096
H 4.1573 1.2155 -3.2040  0.107
H 2.0436 0.5146 -2.1346  0.073
H -0.5593 4.7686 -0.5252  0.084
H -2.1658 6.6137 -0.6510  0.097
H -4.4564 6.2228 -1.4914  0.093
H -5.1260 3.9378 -2.1924  0.097
H -3.4900 2.1210 -2.1677  0.046
C 1.8592 3.3133 1.3999  -0.042
C 3.0975 2.5617 0.9980  -0.213
C 4.3127 3.2250 0.9600  -0.075
C 5.4806 2.5886 0.5734  -0.109
C 5.4076 1.2563 0.2011  -0.074
C 4.2098 0.5602 0.2129  -0.217
C 4.1818 -0.8413 -0.3076  -0.047
C 3.0024 1.1923 0.6257  -0.298
N 1.7902 0.5623 0.6549  -0.089
H 2.1075 4.3429 1.6623  0.080
H 1.3737 2.8391 2.2543  0.058
H 1.1457 3.3233 0.5738  0.030
H 4.3430 4.2738 1.2393  0.099
H 6.4211 3.1247 0.5444  0.087
H 6.3065 0.7418 -0.1241  0.103
H 5.1632 -1.3125 -0.2646  0.086
H 3.8718 -0.8314 -1.3524  0.054
H 3.4713 -1.4513 0.2440  0.043
N 0.5895 -1.6367 -0.5465  0.081
C 1.1797 -2.3660 -1.2448  -0.152
C 1.8128 -3.2033 -2.1347  -0.255
C 1.1671 -4.3298 -2.6935  -0.259
N 0.6833 -5.2440 -3.2076  0.136
C 3.1584 -3.0496 -2.5479  -0.253
N 4.2420 -3.0131 -2.9425  0.141